Entry 1:
124
Properties=species:S:1:pos:R:3:lowdin_charge:R:1 method="wB97M-V/def2-TZVPD" de_lowest_kcal_mol=303.9 smiles="NC(N)=O.NC(N)=O.CC(C)O.CC(C)O.CC(C)O.CC(C)O.CC(C)O.CC(C)O.CC(C)O.CC(C)O.CC(C)O" homo_energy_ha=-0.324 total_energy_ha=-2199.13416 gap_ev=8.695
N -0.667 -2.901 3.308 0.18
C -1.066 -3.178 2.078 -0.51
N -1.325 -2.111 1.369 0.18
O -0.892 -4.480 1.555 -0.12
H -0.407 -3.634 3.977 0.15
H -0.614 -1.976 3.651 0.06
H -1.637 -2.289 0.401 0.09
H -1.332 -1.132 1.614 0.09
N -4.782 3.037 -1.902 0.17
C -3.675 3.461 -1.338 -0.51
N -3.643 3.072 -0.072 0.19
O -2.613 4.106 -2.034 -0.11
H -4.961 3.431 -2.809 0.14
H -5.495 2.658 -1.405 0.05
H -2.861 3.251 0.482 0.05
H -4.524 2.748 0.388 0.15
C -0.311 6.048 -0.430 -0.01
C -0.416 4.787 0.515 -0.53
C 0.313 3.490 -0.063 0.00
O -0.050 5.012 1.728 0.01
H -0.918 5.944 -1.273 0.04
H 0.674 6.125 -0.865 0.07
H -0.528 6.989 0.024 0.06
H -1.452 4.520 0.565 0.08
H 0.085 3.343 -1.078 0.04
H -0.002 2.541 0.435 0.08
H 1.395 3.522 0.050 0.06
H -0.612 5.716 2.037 0.11
C -3.278 -0.301 3.227 0.00
C -3.021 0.879 2.292 -0.60
C -2.296 2.114 2.866 0.01
O -2.409 0.595 1.241 -0.03
H -3.532 -1.197 2.771 0.06
H -4.132 0.006 3.773 0.08
H -2.429 -0.460 3.874 0.07
H -3.955 1.190 1.844 0.12
H -2.117 2.813 2.140 0.02
H -1.400 1.846 3.421 0.09
H -3.005 2.597 3.490 0.08
H -3.075 0.486 0.556 0.07
C 4.309 2.828 -0.825 -0.02
C 5.136 2.351 0.346 -0.66
C 6.624 2.358 0.168 -0.03
O 4.977 3.048 1.375 0.00
H 4.439 2.112 -1.656 0.09
H 4.656 3.791 -1.237 0.10
H 3.290 2.830 -0.528 0.03
H 4.803 1.397 0.589 0.09
H 7.029 3.336 -0.040 0.08
H 6.930 1.612 -0.576 0.07
H 7.150 2.142 1.104 0.09
H 4.144 3.562 1.419 0.13
C -6.535 0.133 -1.659 -0.02
C -5.071 -0.310 -1.573 -0.61
C -4.497 -0.223 -3.040 -0.02
O -4.281 0.229 -0.780 -0.01
H -7.008 -0.320 -2.528 0.09
H -6.597 1.146 -1.766 0.02
H -7.124 -0.204 -0.759 0.11
H -5.040 -1.309 -1.146 0.14
H -4.868 -1.002 -3.700 0.06
H -3.373 -0.472 -3.033 0.07
H -4.646 0.776 -3.625 0.11
H -4.244 1.093 -1.208 0.06
C -4.103 -4.246 -2.035 -0.02
C -2.657 -3.651 -1.590 -0.55
C -1.906 -3.339 -2.839 -0.06
O -2.822 -2.625 -0.842 -0.03
H -4.662 -4.414 -1.106 0.07
H -3.911 -5.186 -2.484 0.05
H -4.713 -3.645 -2.770 0.08
H -2.107 -4.355 -1.005 0.13
H -1.633 -4.271 -3.366 0.09
H -0.966 -2.763 -2.576 0.09
H -2.475 -2.796 -3.587 0.07
H -2.726 -1.808 -1.324 0.08
C 1.496 0.760 -1.573 -0.02
C 0.112 0.312 -1.250 -0.66
C -0.987 0.893 -1.942 -0.01
O 0.001 -0.928 -1.181 0.03
H 1.873 0.559 -2.525 0.07
H 2.239 0.357 -0.938 0.06
H 1.637 1.834 -1.720 0.07
H 0.032 0.597 -0.197 0.12
H -0.985 1.966 -2.124 0.08
H -1.817 0.890 -1.260 0.06
H -1.351 0.281 -2.730 0.08
H 0.418 -1.237 -0.390 0.08
C 7.521 -1.609 0.213 -0.03
C 6.254 -1.580 1.005 -0.65
C 5.062 -1.367 0.044 -0.04
O 6.101 -2.670 1.588 0.03
H 7.631 -2.548 -0.429 0.12
H 8.247 -1.688 0.937 0.04
H 7.726 -0.644 -0.296 0.08
H 6.221 -0.809 1.766 0.14
H 4.897 -2.241 -0.551 0.06
H 5.333 -0.600 -0.666 0.06
H 4.110 -1.023 0.474 0.07
H 5.333 -2.607 2.161 0.13
C 1.148 -0.314 4.293 -0.01
C 1.113 -0.055 2.747 -0.64
C 2.123 1.028 2.239 0.00
O 1.252 -0.961 1.966 0.03
H 1.916 0.238 4.913 0.10
H 1.206 -1.353 4.462 0.04
H 0.190 -0.013 4.696 0.05
H 0.153 0.377 2.567 0.10
H 2.000 1.289 1.233 0.03
H 3.204 0.801 2.481 0.11
H 1.841 1.907 2.739 0.06
H 0.428 -1.488 1.879 0.08
C 2.370 -3.092 -1.230 -0.04
C 1.273 -4.088 -1.018 -0.69
C 1.053 -4.845 -2.299 -0.04
O 1.292 -4.843 -0.060 0.05
H 3.132 -3.661 -1.731 0.08
H 2.727 -2.725 -0.257 0.07
H 2.175 -2.167 -1.805 0.09
H 0.390 -3.445 -0.799 0.12
H 1.791 -5.548 -2.498 0.06
H 1.018 -4.245 -3.171 0.07
H 0.099 -5.352 -2.274 0.07
H 0.406 -4.834 0.328 0.07


Entry 2:
123
Properties=species:S:1:pos:R:3:lowdin_charge:R:1 method="wB97M-V/def2-TZVPD" de_lowest_kcal_mol=89.2 smiles=CC(C)O.CC(C)O.CC(C)O.CC(C)O.CC(C)O.CCO.CCO.CCO.CCO.CCO.CCO.CCO homo_energy_ha=-0.375 total_energy_ha=-2056.78329 gap_ev=10.417
C -5.969 -2.056 -13.149 -0.06
C -6.080 -1.209 -11.919 -0.54
C -5.578 0.175 -12.191 -0.08
O -7.426 -1.111 -11.543 -0.03
H -4.933 -2.285 -13.399 0.08
H -6.328 -1.509 -14.022 0.08
H -6.573 -2.961 -13.084 0.08
H -5.429 -1.647 -11.162 0.13
H -5.352 0.664 -11.243 0.08
H -6.217 0.821 -12.792 0.09
H -4.615 0.264 -12.694 0.08
H -7.478 -0.473 -10.827 0.09
C -3.774 0.074 -20.166 -0.06
C -3.562 -1.273 -20.873 -0.51
C -2.768 -1.168 -22.179 -0.06
O -2.832 -2.074 -19.997 -0.05
H -4.401 0.764 -20.731 0.07
H -2.797 0.505 -19.947 0.08
H -4.438 -0.048 -19.309 0.08
H -4.569 -1.666 -21.012 0.14
H -3.218 -0.502 -22.916 0.07
H -2.649 -2.146 -22.644 0.08
H -1.760 -0.787 -22.011 0.08
H -2.094 -1.549 -19.679 0.09
C -4.205 4.950 -25.853 -0.05
C -2.983 5.257 -26.762 -0.47
C -1.664 4.654 -26.214 -0.06
O -3.308 4.687 -28.031 -0.06
H -4.226 3.924 -25.487 0.08
H -5.089 5.117 -26.469 0.07
H -4.221 5.599 -24.977 0.07
H -2.886 6.334 -26.899 0.13
H -0.795 5.001 -26.774 0.07
H -1.703 3.565 -26.242 0.08
H -1.503 4.798 -25.146 0.07
H -2.599 4.929 -28.632 0.08
C 2.154 6.869 -16.687 -0.07
C 1.608 5.540 -17.165 -0.48
C 1.417 5.560 -18.676 -0.07
O 2.568 4.517 -16.807 -0.06
H 2.304 6.836 -15.608 0.08
H 1.468 7.675 -16.946 0.08
H 3.131 7.044 -17.136 0.08
H 0.648 5.374 -16.676 0.14
H 0.498 6.090 -18.926 0.08
H 1.392 4.546 -19.075 0.08
H 2.187 6.056 -19.267 0.08
H 3.425 4.859 -17.071 0.08
C -13.145 11.416 -16.518 -0.07
C -13.047 11.712 -15.021 -0.51
C -13.824 10.702 -14.173 -0.06
O -11.667 11.701 -14.693 -0.04
H -12.618 10.478 -16.690 0.07
H -12.613 12.178 -17.087 0.08
H -14.171 11.336 -16.878 0.08
H -13.546 12.678 -14.947 0.13
H -13.490 9.689 -14.394 0.08
H -14.894 10.884 -14.276 0.08
H -13.640 10.874 -13.112 0.08
H -11.415 10.791 -14.865 0.08
C -7.076 14.757 -18.154 -0.10
C -6.725 13.392 -18.661 -0.35
O -5.367 13.147 -18.341 -0.08
H -8.086 14.992 -18.488 0.07
H -6.362 15.437 -18.620 0.08
H -7.020 14.841 -17.069 0.08
H -6.981 13.415 -19.720 0.11
H -7.325 12.568 -18.274 0.11
H -4.826 13.440 -19.079 0.08
C -5.798 12.578 -8.513 -0.09
C -6.471 11.746 -9.611 -0.30
O -7.813 12.270 -9.750 -0.10
H -5.680 13.631 -8.769 0.07
H -4.801 12.198 -8.292 0.07
H -6.397 12.511 -7.605 0.07
H -6.611 10.707 -9.313 0.10
H -5.887 11.736 -10.531 0.10
H -8.085 12.215 -10.669 0.07
C -10.613 8.392 -23.072 -0.09
C -11.156 7.819 -24.370 -0.38
O -11.383 8.857 -25.203 -0.05
H -9.566 8.686 -23.152 0.07
H -10.508 7.633 -22.296 0.07
H -11.184 9.177 -22.576 0.08
H -12.036 7.235 -24.102 0.11
H -10.453 7.155 -24.875 0.11
H -11.321 8.488 -26.087 0.09
C -2.347 6.564 -10.423 -0.10
C -1.286 7.401 -9.727 -0.35
O -0.991 6.881 -8.463 -0.07
H -2.454 6.813 -11.479 0.07
H -3.297 6.774 -9.931 0.07
H -2.116 5.502 -10.347 0.07
H -1.659 8.423 -9.664 0.11
H -0.399 7.339 -10.358 0.11
H -1.393 7.457 -7.809 0.08
C -11.591 1.551 -15.418 -0.09
C -12.715 2.505 -15.313 -0.37
O -12.491 3.687 -16.014 -0.07
H -11.932 0.520 -15.324 0.08
H -10.909 1.727 -14.587 0.07
H -10.963 1.565 -16.309 0.08
H -12.966 2.733 -14.277 0.11
H -13.595 2.064 -15.781 0.11
H -13.325 4.162 -16.050 0.08
C -6.577 6.756 -17.884 -0.09
C -7.083 6.841 -16.454 -0.35
O -8.387 7.313 -16.433 -0.07
H -5.502 6.602 -17.972 0.07
H -6.762 7.717 -18.364 0.07
H -7.049 6.012 -18.526 0.07
H -6.512 7.559 -15.866 0.11
H -7.040 5.896 -15.914 0.11
H -8.979 6.558 -16.462 0.09
C 0.561 12.828 -13.869 -0.10
C -0.953 12.897 -13.981 -0.32
O -1.440 11.660 -14.484 -0.08
H 0.987 12.080 -13.200 0.07
H 1.047 13.763 -13.589 0.07
H 0.967 12.511 -14.829 0.07
H -1.254 13.648 -14.712 0.11
H -1.404 13.270 -13.062 0.10
H -2.040 11.861 -15.205 0.08


Entry 3:
123
Properties=species:S:1:pos:R:3:lowdin_charge:R:1 method="wB97M-V/def2-TZVPD" de_lowest_kcal_mol=22.2 smiles=CC(C)O.CC(C)O.CC(C)O.CC(C)O.CC(C)O.CCO.CCO.CCO.CCO.CCO.CCO.CCO homo_energy_ha=-0.344 total_energy_ha=-2056.89005 gap_ev=9.603
C -3.034 -0.560 2.502 -0.05
C -4.076 -0.152 3.544 -0.44
C -3.916 -0.970 4.810 -0.04
O -3.817 1.212 3.912 -0.08
H -3.298 -1.538 2.084 0.07
H -1.980 -0.589 2.780 0.09
H -3.099 0.106 1.634 0.06
H -5.023 -0.215 3.003 0.14
H -2.925 -0.816 5.235 0.08
H -4.103 -2.024 4.604 0.08
H -4.629 -0.638 5.567 0.08
H -3.880 1.713 3.088 0.07
C 3.098 -2.969 -2.104 -0.03
C 4.362 -3.098 -2.949 -0.47
C 5.695 -2.920 -2.242 -0.05
O 4.346 -4.395 -3.595 -0.07
H 3.283 -2.823 -1.042 0.07
H 2.464 -3.837 -2.285 0.08
H 2.503 -2.140 -2.493 0.06
H 4.288 -2.420 -3.811 0.13
H 5.785 -3.700 -1.482 0.09
H 5.727 -1.986 -1.676 0.06
H 6.521 -2.966 -2.949 0.08
H 5.078 -4.423 -4.217 0.08
C -3.293 -1.603 -1.631 -0.05
C -3.660 -2.892 -0.934 -0.44
C -3.667 -4.053 -1.916 -0.06
O -2.639 -3.186 0.069 -0.09
H -2.448 -1.753 -2.304 0.07
H -3.080 -0.793 -0.934 0.07
H -4.099 -1.249 -2.279 0.08
H -4.635 -2.855 -0.448 0.14
H -2.751 -4.138 -2.502 0.08
H -4.504 -4.005 -2.617 0.09
H -3.769 -5.008 -1.392 0.08
H -3.110 -3.725 0.714 0.09
C 6.811 1.296 -0.581 -0.06
C 5.386 1.837 -0.532 -0.48
C 4.408 1.070 -1.438 -0.05
O 4.916 1.825 0.809 -0.08
H 7.592 2.025 -0.373 0.07
H 7.098 0.876 -1.555 0.07
H 6.893 0.441 0.096 0.08
H 5.427 2.902 -0.788 0.13
H 4.597 0.005 -1.312 0.06
H 4.646 1.343 -2.472 0.08
H 3.377 1.368 -1.258 0.07
H 4.660 0.916 1.044 0.04
C -3.977 5.282 0.827 -0.05
C -4.303 3.801 0.669 -0.47
C -3.128 2.863 0.513 -0.06
O -5.125 3.334 1.766 -0.07
H -3.400 5.473 1.736 0.09
H -4.922 5.818 0.927 0.08
H -3.393 5.662 -0.010 0.08
H -5.037 3.717 -0.144 0.13
H -2.552 3.281 -0.320 0.08
H -3.450 1.863 0.230 0.07
H -2.450 2.871 1.367 0.07
H -5.674 4.035 2.128 0.08
C 2.111 3.959 0.457 -0.10
C 1.062 4.791 1.200 -0.33
O 0.746 5.996 0.555 -0.07
H 1.911 3.892 -0.618 0.07
H 2.214 2.965 0.895 0.06
H 3.135 4.350 0.444 0.07
H 1.467 4.923 2.213 0.11
H 0.182 4.161 1.328 0.09
H 1.513 6.574 0.580 0.09
C -3.159 1.976 -3.137 -0.09
C -3.839 1.637 -4.462 -0.32
O -4.313 0.303 -4.487 -0.08
H -2.332 1.279 -2.997 0.05
H -3.900 1.788 -2.353 0.07
H -2.862 3.023 -3.102 0.08
H -3.047 1.628 -5.228 0.11
H -4.519 2.458 -4.690 0.11
H -3.578 -0.286 -4.671 0.04
C 4.400 -1.889 3.304 -0.07
C 3.343 -1.688 2.239 -0.32
O 3.722 -0.696 1.290 -0.11
H 4.159 -2.838 3.784 0.07
H 4.435 -1.038 3.981 0.08
H 5.375 -2.006 2.830 0.08
H 2.348 -1.431 2.618 0.11
H 3.160 -2.626 1.687 0.10
H 2.910 -0.446 0.818 0.07
C 1.544 -5.570 0.176 -0.08
C 0.595 -4.780 1.060 -0.28
O 0.180 -3.623 0.326 -0.11
H 1.169 -5.704 -0.840 0.08
H 1.804 -6.550 0.577 0.07
H 2.465 -5.004 0.021 0.06
H 1.089 -4.461 1.982 0.11
H -0.263 -5.371 1.391 0.11
H -0.793 -3.610 0.336 0.05
C 0.518 0.247 -4.109 -0.07
C -0.211 -1.070 -4.247 -0.27
O -1.467 -0.848 -4.948 -0.11
H 0.617 0.771 -5.062 0.08
H 1.536 0.034 -3.770 0.07
H -0.026 0.940 -3.469 0.06
H -0.532 -1.496 -3.297 0.08
H 0.307 -1.847 -4.812 0.12
H -1.368 -1.020 -5.887 0.09
C -0.543 2.734 4.255 -0.08
C -1.092 2.121 5.559 -0.30
O -2.410 2.616 5.774 -0.11
H -1.126 3.638 4.064 0.07
H -0.785 2.088 3.408 0.05
H 0.511 3.012 4.263 0.06
H -0.559 2.346 6.481 0.10
H -1.104 1.029 5.458 0.09
H -3.048 2.084 5.263 0.04
C -0.175 1.013 -0.227 -0.05
C -0.006 -0.491 -0.330 -0.29
O 0.833 -0.961 0.728 -0.11
H 0.780 1.520 -0.352 0.06
H -0.660 1.336 0.695 0.06
H -0.875 1.306 -1.016 0.06
H 0.484 -0.725 -1.286 0.10
H -0.953 -1.036 -0.299 0.09
H 0.808 -1.926 0.578 0.05